51
Properties=species:S:1:pos:R:3:mulliken_charge:R:1 method="wB97M-V/def2-TZVPD" gap_ev=4.67 energy_ha=-2691.8158 total_charge=+2
C 6.433 0.280 -2.763 -0.846
C 5.972 -0.873 -1.665 0.598
H 7.603 0.033 -3.016 0.368
H 6.301 1.393 -2.398 0.373
H 5.786 0.299 -3.741 0.374
O 5.929 -1.712 -0.899 -0.089
I 2.610 2.275 -2.522 -0.271
Tl 3.332 0.072 -1.357 0.391
P -0.783 -1.215 -1.834 0.930
C -1.425 -2.931 -1.808 -1.426
C -2.076 -0.508 -2.904 -1.167
H -2.157 -1.125 -3.821 0.481
H -0.036 -1.949 -4.016 0.488
H -1.793 0.529 -3.157 0.449
H 0.983 -0.566 -3.444 0.229
H -2.360 -2.993 -1.233 0.365
H -3.045 -0.484 -2.377 0.209
C 0.492 -1.500 -3.168 -0.972
H -1.586 -3.252 -2.848 0.505
H 1.242 -2.203 -2.795 0.353
H -0.677 -3.581 -1.333 0.424
P 1.066 1.609 1.492 0.807
C 0.921 1.319 3.282 -1.267
C 2.661 2.549 1.511 -1.111
H -0.060 3.453 0.403 0.387
H 0.280 3.820 2.159 0.452
H -1.085 2.720 1.679 0.169
C -0.046 3.034 1.431 -1.183
H 2.886 2.842 0.479 0.234
H 2.536 3.395 2.189 0.406
H 1.020 2.273 3.837 0.400
H 1.709 0.623 3.619 0.350
H 3.439 1.876 1.870 0.341
H -0.065 0.868 3.508 0.170
Cl -0.488 1.145 -1.019 -0.356
C -4.600 -0.476 0.046 -0.853
O -3.563 -1.364 0.446 -0.359
P -1.946 -0.924 0.652 0.545
O -2.066 0.227 1.906 0.006
C -3.244 0.787 2.499 -0.879
O -1.342 -2.197 1.301 -0.291
C -0.962 -2.353 2.736 -0.516
H -4.237 0.459 -0.426 0.380
H -5.209 -0.215 0.931 0.320
H -5.215 -1.022 -0.662 0.294
H -3.750 1.465 1.823 0.356
H -3.912 0.022 2.858 0.362
H -2.884 1.350 3.347 0.314
H -0.166 -1.648 3.013 0.204
H -1.844 -2.240 3.370 0.272
H -0.582 -3.392 2.819 0.279